A 2-piece molecular cluster, C6H17N4O2S overall at a distorted geometry. Source: the Open Molecules 2025 dataset; level of theory: the ωB97M-V functional and the def2-TZVPD basis.

XYZ file:
```
30
Properties=species:S:1:pos:R:3
C -1.57231 1.12008 1.32474
C -0.56664 1.10045 -2.33759
C 2.80508 0.56261 -1.17791
C 0.67537 -2.32152 -1.28218
C 0.14985 -0.60500 2.78870
C -0.69375 0.73508 -0.87415
N -2.40129 1.94900 2.12088
N 2.28189 -0.74681 -1.57456
N 1.38446 -1.16932 -0.76888
N -1.53557 1.29250 -0.02972
O -1.50246 -1.65552 0.98498
O -2.55163 -0.60899 2.97245
S -1.48572 -0.66064 2.01653
H -1.67156 1.10953 -2.64035
H -0.01734 0.35061 -2.74341
H -0.02654 2.11844 -2.37214
H 2.07089 1.01594 -0.52392
H 3.67030 0.18388 -0.48871
H 3.16603 1.23307 -2.02295
H 0.52423 -3.07027 -0.42732
H -0.39231 -2.07722 -1.46268
H 1.24062 -2.83674 -2.09492
H 0.45361 0.28842 3.31871
H 0.05561 -1.42468 3.63342
H 0.93979 -0.95430 2.24225
H -0.05564 -0.02423 -0.46718
H -2.89784 2.77564 1.73478
H -2.78462 1.44878 2.92134
H 2.75712 -1.23819 -2.35531
H -2.01961 2.10938 -0.41491
```

As for the highest occupied orbital energy (alpha / beta): -0.4308 / -0.3708 Ha. Its charge is +1. For the gap between HOMO and LUMO (alpha / beta), the calculation gives 7.6882 / 5.4409 eV. The calculation puts the energy above the lowest of the compared OMol25 structures with the same formula, charge and spin at 461.3 kJ/mol.